ORCA calculation (ωB97M-V/def2-TZVPD) on C39H31LiN6O5 as an isolated structure.

Geometry as XYZ:
```
82
C39H31LiN6O5 (ωB97M-V/def2-TZVPD)
Li -0.48452 0.03377 0.29395
C -1.22091 -2.57598 -3.32794
C -2.49297 -3.00324 -2.97517
C -3.07856 -2.47736 -1.83082
C -2.39015 -1.54162 -1.06862
C -1.10289 -1.07313 -1.36893
C -0.55815 -1.64038 -2.53418
C -2.61559 -1.50363 1.41410
C -3.66419 -1.22373 2.47944
C -3.30240 -1.09024 3.75542
C -1.90025 -1.04028 4.12374
C -1.46576 -0.96882 5.44412
C -0.13515 -0.76499 5.76994
C 0.78162 -0.60327 4.72063
C 0.38202 -0.65979 3.40578
C -0.97458 -0.90322 3.04062
N -1.32316 -0.94906 1.75321
H -0.74349 -2.97851 -4.21803
H -3.01997 -3.73648 -3.57688
H -4.07176 -2.78809 -1.52149
H 0.44994 -1.35348 -2.83785
H -4.70240 -1.17125 2.17160
H -4.05331 -0.94530 4.52793
H -2.20986 -1.06363 6.23222
H 0.18535 -0.72062 6.80369
H 1.83137 -0.43732 4.94132
H 1.11281 -0.57646 2.60614
C -4.16850 3.05889 -0.44704
C -4.29736 2.12404 -1.46552
C -3.93363 0.80337 -1.26871
C -3.42373 0.36631 -0.03565
C -3.28854 1.32100 0.98459
C -3.65943 2.64093 0.77319
N -3.09448 -0.99520 0.10246
C -2.53846 -3.04615 1.26627
C -3.69909 -3.80052 1.10763
C -3.64202 -5.17900 0.98735
C -2.41355 -5.83066 1.02588
C -1.25491 -5.08596 1.18103
C -1.31773 -3.70199 1.30197
H -4.43280 4.09676 -0.61242
H -4.67591 2.42614 -2.43639
H -4.01925 0.09263 -2.07907
H -2.83850 1.04402 1.92301
H -3.50232 3.35734 1.57079
H -4.65525 -3.29292 1.06006
H -4.55557 -5.74895 0.85546
H -2.36292 -6.90938 0.92784
H -0.29102 -5.58151 1.20175
H -0.42259 -3.10333 1.40647
O 0.52082 4.08534 0.76906
C 0.25068 3.04141 0.13955
O -0.08309 1.93463 0.62239
C 0.45662 3.11079 -1.38147
C 0.32956 1.98574 -2.18730
C 0.65401 2.04418 -3.53730
C 1.10642 3.24350 -4.06033
C 1.20088 4.39607 -3.28885
C 0.86716 4.31703 -1.95092
N 1.51270 3.30585 -5.46686
O 1.94097 4.36555 -5.89969
O 1.41643 2.30030 -6.14427
H -0.03457 1.04779 -1.77574
H 0.56348 1.16687 -4.16162
H 1.54123 5.31680 -3.73928
H 0.94773 5.17529 -1.29702
C 4.16712 1.31322 -3.20861
N 3.84618 1.57729 -1.81904
C 3.85443 2.82798 -1.30527
C 3.49819 3.05767 -0.02824
C 3.00950 1.92969 0.70975
N 3.03891 0.70013 0.23986
C 3.52026 0.45608 -1.01000
O 3.66966 -0.65034 -1.50192
N 2.48512 2.13630 1.94784
H 5.01335 0.63113 -3.27674
H 4.40103 2.25738 -3.70020
H 3.31878 0.84566 -3.70787
H 4.13114 3.61991 -1.98931
H 3.43483 4.05788 0.37047
H 2.11427 3.07159 2.06844
H 1.77689 1.45381 2.18079
```

**Frontier orbital gap**: 4.98 eV
**Relative energy (zero: lowest compared OMol25 entry of this formula, charge and spin)**: 0.00 kJ/mol
**E_LUMO**: 3.68 eV
**Charge**: -2
**HOMO level**: -1.3 eV

---

ORCA calculation (ωB97M-V/def2-TZVPD) on C5H11N in the gas phase at a distorted geometry.

Geometry as XYZ:
```
17
C5H11N (ωB97M-V/def2-TZVPD)
C -2.10343 -0.99368 -0.71902
C -0.61355 -1.07192 -0.40397
C -0.13517 0.25613 0.15727
C 0.03144 0.70103 1.58527
N 1.16435 0.43866 0.71464
C 1.84592 1.53346 0.08246
H -2.68578 -0.83166 0.19413
H -2.30004 -0.15187 -1.39198
H -2.46555 -1.90911 -1.19514
H -0.41716 -1.92801 0.25862
H -0.04608 -1.27553 -1.32298
H -0.30590 1.18727 -0.51237
H 0.04456 0.05995 2.47124
H -0.32094 1.71532 1.78937
H 1.00133 2.12547 -0.48232
H 2.53781 1.11751 -0.66825
H 2.44605 2.06616 0.84196
```

**Frontier orbital gap**: 10.38 eV
**Relative energy (zero: lowest compared OMol25 entry of this formula, charge and spin)**: 177.33 kJ/mol
**E_LUMO**: 1.22 eV
**HOMO level**: -9.2 eV
**SMILES**: CC[C@H]1CN1C

---

ORCA calculation (ωB97M-V/def2-TZVPD) on a 12-piece molecular cluster, C40H108N4O24 overall at a distorted geometry.

Geometry as XYZ:
```
176
C40H108N4O24 (ωB97M-V/def2-TZVPD)
C 2.59731 0.90922 3.48891
O 1.61981 -0.02263 3.93905
C 2.14738 -1.31518 4.10640
C 0.96036 -2.17605 4.49249
N 0.66221 -3.22374 3.50595
C 1.60001 -4.34387 3.73509
C 1.45256 -5.46794 2.69597
O 0.26559 -6.24384 2.88841
C 0.00262 -7.17388 1.89978
H 2.80738 0.72056 2.43162
H 3.51085 0.74556 4.06481
H 2.19362 1.91743 3.54721
H 2.85085 -1.28336 4.94652
H 2.70069 -1.68856 3.23874
H 0.06416 -1.57305 4.63185
H 1.10168 -2.65451 5.46852
H -0.25105 -3.58997 3.76417
H 1.51524 -4.72536 4.75463
H 2.59286 -3.94268 3.52126
H 2.32535 -6.12572 2.65254
H 1.45424 -4.98846 1.70990
H -0.91372 -7.64198 2.26940
H 0.72268 -7.98738 1.76391
H -0.23547 -6.74344 0.92339
C -1.54471 0.73099 3.93462
O -2.89485 0.27284 4.03956
C -3.03660 -1.16031 4.12002
C -2.87829 -1.78259 2.72721
N -3.15055 -3.21799 2.76547
C -2.91326 -3.77228 1.43554
C -3.14530 -5.26090 1.48840
O -4.51428 -5.51034 1.84721
C -4.83083 -6.87012 1.72191
H -0.96176 0.37355 4.79038
H -1.51524 1.81377 4.04339
H -0.97364 0.41486 3.05940
H -4.08110 -1.27071 4.41564
H -2.38862 -1.61597 4.87174
H -1.84927 -1.69647 2.37097
H -3.50544 -1.23504 2.01712
H -4.11176 -3.36678 3.04616
H -1.92934 -3.48899 1.05829
H -3.62351 -3.33176 0.72609
H -2.48330 -5.76849 2.19501
H -2.89672 -5.66577 0.50101
H -4.00588 -7.49327 2.08726
H -5.09516 -7.21437 0.71976
H -5.63020 -7.08322 2.43360
C 9.06159 1.94686 3.65383
O 7.95595 1.65852 2.81693
C 8.29340 1.19491 1.53860
C 7.14848 1.19236 0.53956
N 6.62123 2.50854 0.27245
C 5.53823 2.48971 -0.73259
C 4.92918 3.90541 -0.74607
O 4.35509 4.21295 0.52842
C 3.10416 3.54561 0.71591
H 9.63610 1.07318 3.97460
H 8.69496 2.47077 4.53387
H 9.77354 2.59413 3.13362
H 8.67731 0.16848 1.60312
H 9.12633 1.72358 1.05788
H 6.36359 0.59327 1.02905
H 7.40351 0.66093 -0.37630
H 6.19449 2.93505 1.08607
H 4.79368 1.72760 -0.48723
H 5.96341 2.28478 -1.71549
H 4.15977 3.99499 -1.51740
H 5.74541 4.61767 -0.85758
H 2.41745 3.97009 -0.01807
H 2.80719 3.82091 1.72975
H 3.19862 2.46036 0.73258
C -0.68779 0.60072 -3.86959
O 0.34296 0.39414 -4.86053
C 0.88951 -0.92253 -4.81153
C -0.13106 -2.06145 -5.06191
N -0.86893 -2.54584 -3.86623
C -0.00454 -3.25225 -2.89545
C -0.73599 -3.47997 -1.57815
O -1.89014 -4.31247 -1.67224
C -1.48793 -5.61152 -2.10419
H -0.34243 0.08527 -2.97192
H -1.65990 0.24628 -4.21675
H -0.78584 1.68135 -3.77134
H 1.51495 -0.99734 -3.91708
H 1.57222 -1.06228 -5.65142
H 0.45266 -2.89928 -5.46051
H -0.87822 -1.71986 -5.77624
H -1.47686 -3.28270 -4.20833
H 0.89497 -2.66810 -2.68926
H 0.38119 -4.16832 -3.35631
H -1.03240 -2.48746 -1.23267
H -0.00894 -3.83982 -0.84370
H -2.31696 -6.31451 -2.02721
H -0.60478 -6.00383 -1.60238
H -1.29615 -5.60213 -3.18049
C -0.39568 1.72309 0.35869
C -1.18034 0.78423 -0.54401
O -1.58896 -0.39676 0.13577
O 0.90966 1.23310 0.69026
H -0.95245 1.96790 1.26682
H -0.23844 2.69511 -0.11345
H -0.63442 0.56978 -1.46605
H -2.08707 1.31012 -0.85271
H -0.80826 -0.86918 0.46790
H 0.78055 0.55107 1.36450
C 2.03129 1.22097 -3.67558
C 3.53418 1.54615 -3.64802
O 4.27577 0.54373 -2.94103
O 1.39117 1.66185 -2.49123
H 1.93003 0.14339 -3.81063
H 1.58973 1.68067 -4.56513
H 3.69620 2.54448 -3.22992
H 3.94141 1.60247 -4.65928
H 3.79268 0.36508 -2.11779
H 1.20021 2.60098 -2.61163
C -4.37289 -0.37366 -1.27126
C -3.69603 -1.38301 -2.20574
O -4.01580 -2.69678 -1.75303
O -5.77212 -0.34907 -1.54118
H -3.97771 0.63743 -1.37195
H -4.16314 -0.63153 -0.22948
H -2.61783 -1.24509 -2.09842
H -3.96989 -1.17247 -3.24082
H -3.17430 -3.17571 -1.65280
H -6.12711 -1.19420 -1.24863
C -0.18076 4.63532 -2.55221
C -0.68711 4.96235 -3.93083
O -0.54736 3.88873 -4.87764
O 1.25299 4.48402 -2.60506
H -0.66243 3.73215 -2.17664
H -0.46215 5.41262 -1.83690
H -0.21448 5.85060 -4.35611
H -1.76413 5.12622 -3.86710
H 0.38264 3.83700 -5.11875
H 1.65780 5.35521 -2.59925
C 1.99740 -1.36678 -0.97696
C 1.70965 -2.20036 0.27758
O 0.69900 -1.67282 1.13002
O 2.81632 -0.24974 -0.70153
H 1.04807 -0.98990 -1.37410
H 2.40639 -2.04622 -1.72443
H 2.59853 -2.24365 0.91537
H 1.45913 -3.23021 0.00659
H 0.73870 -2.14705 1.98807
H 2.24022 0.33816 -0.18222
C -2.12395 6.49769 2.01167
C -1.13362 5.37583 1.66363
O -1.19878 4.29698 2.59912
O -3.50125 6.09087 1.88304
H -1.92476 7.39847 1.43175
H -1.92213 6.70950 3.06447
H -0.08646 5.68560 1.67002
H -1.35051 4.85825 0.72801
H -0.88620 4.56878 3.46772
H -3.90069 6.18010 2.75207
C -4.31116 2.33947 1.91571
C -4.75962 3.12663 0.64066
O -3.67310 3.88913 0.13496
O -3.99442 3.13893 3.01887
H -3.42620 1.75157 1.64499
H -5.05742 1.59699 2.20380
H -5.61448 3.78830 0.80600
H -5.13860 2.38841 -0.06779
H -3.47835 4.55879 0.80616
H -3.18362 3.58985 2.74759
C -3.65977 1.61000 -4.15398
C -4.16459 2.45830 -2.97827
O -3.12519 3.29340 -2.49206
O -3.04707 2.40323 -5.18078
H -4.47941 1.09104 -4.65156
H -2.96900 0.82367 -3.83647
H -4.60745 1.81198 -2.21930
H -4.90881 3.14927 -3.38710
H -3.32666 3.42918 -1.55006
H -2.42542 3.02141 -4.78136
```

**Frontier orbital gap**: 8.49 eV
**Relative energy (zero: lowest compared OMol25 entry of this formula, charge and spin)**: 183.05 kJ/mol
**E_LUMO**: 0.17 eV
**HOMO level**: -8.3 eV
**SMILES**: COCCNCCOC.COCCNCCOC.COCCNCCOC.COCCNCCOC.OCCO.OCCO.OCCO.OCCO.OCCO.OCCO.OCCO.OCCO

---

ORCA calculation (ωB97M-V/def2-TZVPD) on a 13-piece molecular cluster, C46H49F5N8 overall at a distorted geometry.

Geometry as XYZ:
```
108
C46H49F5N8 (ωB97M-V/def2-TZVPD)
F 1.61447 -3.06769 -0.53393
C 0.95771 -1.93487 -0.18320
C 0.86609 -1.62838 1.17192
C 0.03382 -0.57334 1.50331
C -0.57623 0.21336 0.55031
C -0.53899 -0.17763 -0.77436
C 0.22902 -1.28386 -1.17002
H 1.37702 -2.20815 1.92744
H -0.19217 -0.37466 2.54538
H -1.16185 1.10874 0.71495
H -1.07205 0.36067 -1.54700
H 0.32547 -1.63052 -2.18844
F -6.69875 -4.76428 -0.66778
C -5.45832 -4.23273 -0.82271
C -4.62865 -4.80740 -1.76522
C -3.32999 -4.28173 -1.80278
C -2.85525 -3.38703 -0.85670
C -3.73485 -2.87754 0.08752
C -5.03990 -3.29603 0.11819
H -5.00736 -5.56872 -2.42876
H -2.64148 -4.61549 -2.57116
H -1.80902 -3.14486 -0.98478
H -3.35662 -2.28611 0.91595
H -5.72697 -3.03358 0.91100
F 7.27102 0.29392 -2.91582
C 6.24214 -0.57422 -3.10588
C 6.08404 -1.29981 -4.25292
C 5.05930 -2.22847 -4.35283
C 4.29261 -2.50184 -3.23193
C 4.52683 -1.82492 -2.04288
C 5.47367 -0.79054 -1.96680
H 6.67042 -1.06425 -5.13351
H 4.97657 -2.72228 -5.31192
H 3.51428 -3.25493 -3.20612
H 3.88437 -1.99084 -1.18747
H 5.64859 -0.28498 -1.03138
F -6.55160 2.83569 5.39322
C -5.56691 2.33415 4.60130
C -4.34113 2.11804 5.19245
C -3.28711 1.66235 4.41457
C -3.54325 1.41175 3.07477
C -4.73810 1.77284 2.45318
C -5.80340 2.20973 3.24024
H -4.22614 2.38053 6.23588
H -2.31062 1.43228 4.81515
H -2.80842 0.98097 2.40199
H -4.90747 1.55979 1.40731
H -6.77625 2.42720 2.82309
F 1.27946 1.24656 -2.94855
C 2.18436 2.04732 -3.53096
C 2.18832 3.39601 -3.24045
C 3.07254 4.26461 -3.83569
C 4.08018 3.75475 -4.63252
C 4.17028 2.37479 -4.86108
C 3.23380 1.53640 -4.27356
H 1.35969 3.79266 -2.65910
H 3.01555 5.33259 -3.67909
H 4.81164 4.40814 -5.09185
H 4.89058 1.91378 -5.52065
H 3.29657 0.47680 -4.50616
C -3.36377 -0.31930 -3.45722
C -2.48520 0.73486 -3.98346
N -1.86644 1.62729 -4.35116
H -4.31770 -0.40539 -3.97147
H -3.48774 -0.12370 -2.39229
H -2.91324 -1.30594 -3.58555
C -4.50645 4.32815 -1.04590
C -3.57771 3.26042 -0.71711
N -2.87185 2.37727 -0.53077
H -5.30583 4.01398 -1.71627
H -3.94793 5.13629 -1.51206
H -5.01404 4.61867 -0.12412
C 2.98695 -2.79246 6.23079
C 3.15718 -2.74825 4.78143
N 3.29225 -2.69065 3.64167
H 2.16485 -3.44618 6.51280
H 2.66862 -1.80261 6.57290
H 3.91382 -2.98460 6.76298
C 1.28222 -1.93031 -5.07997
C -0.03628 -2.50968 -4.83705
N -1.10486 -2.86988 -4.63984
H 2.08029 -2.66139 -5.04663
H 1.43825 -1.20011 -4.28003
H 1.17071 -1.34973 -5.99563
C -0.88364 4.11076 2.13688
C -2.15754 4.78449 2.01982
N -3.20672 5.25774 2.00084
H -0.15167 4.85039 2.45748
H -0.63504 3.68384 1.16368
H -0.94786 3.29341 2.85009
C 3.04489 0.91967 4.88588
C 1.82715 1.52789 4.33538
N 0.86568 2.00384 3.92593
H 3.81213 1.24837 4.17188
H 2.98586 -0.15232 4.72302
H 3.32919 1.36453 5.83193
C 3.03746 1.20363 0.47518
C 3.24037 2.52927 1.02418
N 3.39007 3.58096 1.45168
H 2.81476 0.46906 1.24759
H 3.98382 0.85648 0.05470
H 2.26951 1.27211 -0.29446
C -0.43564 -3.72435 4.42728
C -1.10868 -2.42602 4.53818
N -1.62157 -1.40071 4.54803
H 0.64291 -3.59375 4.34196
H -0.75258 -4.17854 3.48882
H -0.64061 -4.37222 5.27488
```

**Frontier orbital gap**: 8.75 eV
**Relative energy (zero: lowest compared OMol25 entry of this formula, charge and spin)**: 0.00 kJ/mol
**E_LUMO**: 0.05 eV
**HOMO level**: -8.7 eV